# 1
This record from OMol25 describes a single C4H5NO molecule. The level of theory is ωB97M-V/def2-TZVPD.

Each line ends with the Mulliken charge.
CARTESIAN COORDINATES (ANGSTROEM)
1 N -2.44292 1.71075 0.77525  -0.414
2 C -1.72577 0.87661 0.41413  -0.038
3 C -0.87020 -0.09757 -0.31681  0.455
4 C 0.61112 0.28899 -0.42941  -0.595
5 C 1.35338 -0.35112 0.57731  -0.221
6 O -0.65912 -1.37585 0.14090  -0.730
7 H -1.31410 -0.08891 -1.32683  0.254
8 H 0.55135 -0.93835 -0.83806  0.370
9 H 1.01285 1.21242 -0.86423  0.387
10 H 2.41766 -0.51491 0.39462  0.268
11 H 0.97729 -0.68688 1.53487  0.265

Output
Gap between HOMO and LUMO (spin up / spin down)   7.86 / 7.86 eV
Net charge   0
Highest occupied orbital energy (spin up / spin down)   -0.3444 / -0.3444 Ha

=====

# 2
This record from OMol25 describes a molecular structure, C4H5NO. The level of theory is ωB97M-V/def2-TZVPD.

Each line ends with the Mulliken charge.
CARTESIAN COORDINATES (ANGSTROEM)
1 C -0.79006 0.99694 -1.08247  -0.423
2 C 0.38628 1.25619 -0.78627  0.690
3 C -0.61724 -0.33912 0.84812  0.317
4 C 0.57406 -0.94841 0.35758  -1.153
5 N -1.19765 0.63247 0.18162  -0.524
6 O 1.36298 1.80421 -0.36878  -0.481
7 H -1.33376 0.57376 -1.94392  0.248
8 H -1.06201 -0.59755 1.97442  0.297
9 H 0.68523 -0.97599 -0.71942  0.395
10 H 0.59232 -1.99722 0.93056  0.256
11 H 1.39984 -0.40529 0.60855  0.379

Output
Gap between HOMO and LUMO   9.16 eV
Net charge   0
Highest occupied orbital energy   -0.3129 Ha

=====

# 3
This record from OMol25 describes a single C4H5NO molecule. The level of theory is ωB97M-V/def2-TZVPD.

Each line ends with the Mulliken charge.
CARTESIAN COORDINATES (ANGSTROEM)
1 C -0.17718 0.35703 -1.46646  -0.964
2 C -0.17391 0.57974 -0.02075  -0.308
3 C 0.57801 -0.39912 0.75084  0.583
4 O 1.35820 -1.22030 0.19930  -0.653
5 C -0.34398 -0.80766 1.85778  0.244
6 N -1.18756 -1.19946 2.54490  -0.389
7 H -0.30110 -0.73981 -1.55873  0.293
8 H 0.80875 0.52716 -1.90482  0.306
9 H -0.94860 0.91365 -2.00262  0.321
10 H -0.73927 1.36599 0.47720  0.453
11 H 1.12664 0.62279 1.12336  0.115

Output
Gap between HOMO and LUMO (spin up / spin down)   8.15 / 8.15 eV
Net charge   0
Highest occupied orbital energy (spin up / spin down)   -0.3549 / -0.3549 Ha

=====

# 4
This record from OMol25 describes 2 unconnected molecules or ions with the total composition C4H5NO. The level of theory is ωB97M-V/def2-TZVPD.

Each line ends with the Mulliken charge.
CARTESIAN COORDINATES (ANGSTROEM)
1 C -1.20677 0.47698 -0.41669  -0.935
2 C 0.05568 -0.32997 -0.82263  -0.307
3 C 0.56489 -0.44138 2.23875  0.127
4 O 1.28203 -0.23525 3.09227  -0.178
5 C 1.40488 0.05775 -0.40787  0.212
6 N 2.54352 0.20422 -0.25269  -0.442
7 H -1.46600 0.39021 0.64189  0.304
8 H -2.04095 0.04239 -0.98147  0.288
9 H -1.16134 1.53364 -0.69249  0.306
10 H 0.11176 -0.33581 -1.91241  0.346
11 H -0.08770 -1.36278 -0.48665  0.278

Output
Gap between HOMO and LUMO   12.42 eV
Net charge   0
Highest occupied orbital energy   -0.4233 Ha

=====

# 5
This record from OMol25 describes a molecular structure, C4H5NO. The level of theory is ωB97M-V/def2-TZVPD.

Each line ends with the Mulliken charge.
CARTESIAN COORDINATES (ANGSTROEM)
1 C -1.51520 -0.00610 -0.44145  -1.047
2 C -0.13497 -0.00674 0.12053  0.780
3 O -0.09229 0.22822 1.42644  -0.143
4 C 1.06483 -0.14400 -0.52396  -0.719
5 C 2.16260 0.50574 1.03010  -0.217
6 N 1.22947 0.43101 1.87005  -0.210
7 H -2.15270 0.72144 0.06660  0.322
8 H -1.95767 -1.00106 -0.31918  0.266
9 H -1.47915 0.21384 -1.51040  0.322
10 H 1.12303 -0.05115 -1.60319  0.350
11 H 1.75205 -0.89118 -0.11552  0.296

Output
Gap between HOMO and LUMO   9.05 eV
Net charge   0
Highest occupied orbital energy   -0.3340 Ha

=====

# 6
This record from OMol25 describes a single C4H5NO molecule. The level of theory is ωB97M-V/def2-TZVPD.

Each line ends with the Mulliken charge.
CARTESIAN COORDINATES (ANGSTROEM)
1 H 2.71028 0.45492 -0.08932  0.227
2 N 1.71527 0.35351 -0.28850  -0.583
3 C 1.15280 -0.62605 0.25967  0.044
4 C -0.27902 -1.06959 -0.09922  0.403
5 O -0.53433 -2.25351 -0.07022  -0.520
6 C -1.27655 -0.01948 -0.25953  -0.245
7 C -1.02113 1.26359 0.01560  -0.655
8 H 1.66632 -1.39838 0.84850  0.382
9 H -2.28375 -0.38158 -0.42685  0.365
10 H -1.81594 1.99485 0.00385  0.249
11 H -0.03395 1.68173 0.10602  0.332

Output
Structure (SMILES)   [H]/N=C/C(=O)C=C
Gap between HOMO and LUMO   9.62 eV
Net charge   0
Highest occupied orbital energy   -0.3574 Ha

=====

# 7
This record from OMol25 describes a single C4H5NO molecule. The level of theory is ωB97M-V/def2-TZVPD.

Each line ends with the Mulliken charge.
CARTESIAN COORDINATES (ANGSTROEM)
1 H 2.77752 -0.96559 -0.19567  0.271
2 N 2.38279 -0.02767 -0.12233  -0.712
3 C 1.11906 -0.01597 -0.09511  0.364
4 C 0.17028 1.09164 -0.13181  -0.573
5 C -1.08062 0.58969 -0.17034  -0.367
6 C -1.00729 -0.83170 0.09395  -0.053
7 O 0.31377 -1.20280 -0.01251  -0.366
8 H 0.44142 2.13260 -0.10612  0.415
9 H -2.05070 1.04332 -0.28126  0.456
10 H -1.73548 -1.62362 -0.08167  0.417
11 H -1.33077 -0.18989 1.10288  0.148

Output
Structure (SMILES)   [H]/N=C1/C=CCO1
Gap between HOMO and LUMO   9.24 eV
Net charge   0
Highest occupied orbital energy   -0.3120 Ha

=====

# 8
This record from OMol25 describes a single C4H5NO molecule. The level of theory is ωB97M-V/def2-TZVPD.

Each line ends with the Mulliken charge.
CARTESIAN COORDINATES (ANGSTROEM)
1 C -1.37342 0.25577 -0.29607  -1.045
2 C -0.40441 -0.60343 0.47868  0.613
3 O -0.73938 -1.35292 1.36286  -0.521
4 C 1.07620 -0.52356 0.07133  -0.438
5 C 1.55647 0.85169 -0.06741  0.242
6 N 1.90579 1.94892 -0.17312  -0.383
7 H -2.36793 -0.19138 -0.24408  0.349
8 H -1.06036 0.37902 -1.33782  0.333
9 H -1.41088 1.25504 0.15479  0.295
10 H 1.18045 -1.02613 -0.89833  0.267
11 H 1.67419 -1.06978 0.80505  0.288

Output
Structure (SMILES)   CC(=O)CC#N
Gap between HOMO and LUMO   11.04 eV
Net charge   0
Highest occupied orbital energy   -0.3831 Ha

=====

# 9
This record from OMol25 describes a molecular structure, C4H5NO. The level of theory is ωB97M-V/def2-TZVPD.

Each line ends with the Mulliken charge.
CARTESIAN COORDINATES (ANGSTROEM)
1 O 0.13391 -1.77848 0.05380  -0.564
2 C -0.45923 -0.63329 0.30408  0.614
3 C 0.21457 0.20304 1.25637  -0.393
4 C 0.92815 0.31361 -0.15208  -0.365
5 C 0.00538 0.63572 -1.11937  -0.304
6 N -1.22665 0.07401 -0.72022  -0.332
7 H 0.80571 -0.31445 2.00300  0.231
8 H -0.21885 1.15100 1.56576  0.245
9 H 1.16728 -1.09348 -0.27354  0.321
10 H 0.22271 0.85890 -2.16169  0.294
11 H -2.01046 0.65199 -0.43435  0.254

Output
Gap between HOMO and LUMO   9.31 eV
Net charge   0
Highest occupied orbital energy   -0.3227 Ha

=====

# 10
This record from OMol25 describes a single C4H5NO molecule. The level of theory is ωB97M-V/def2-TZVPD.

Each line ends with the Mulliken charge.
CARTESIAN COORDINATES (ANGSTROEM)
1 O -2.38485 -0.14635 -0.08327  -0.622
2 C -1.16216 -0.15231 0.02147  0.161
3 C -0.29600 1.11272 0.03643  -0.258
4 C 1.09558 0.50458 -0.03083  -0.360
5 C 1.02864 -0.82328 -0.03269  -0.403
6 N -0.32773 -1.21612 0.02891  -0.036
7 H -0.50749 1.66073 0.96437  0.243
8 H -0.55201 1.82944 -0.77701  0.267
9 H 2.03445 1.01692 -0.14301  0.364
10 H 1.73900 -1.60638 -0.16179  0.405
11 H -0.66742 -2.17995 0.17743  0.239

Output
Structure (SMILES)   O=C1CC=CN1
Gap between HOMO and LUMO   9.67 eV
Net charge   0
Highest occupied orbital energy   -0.3225 Ha

=====

# 11
This record from OMol25 describes a single C4H5NO molecule. The level of theory is ωB97M-V/def2-TZVPD.

Each line ends with the Mulliken charge.
CARTESIAN COORDINATES (ANGSTROEM)
1 O 1.01073 1.83508 1.03620  -0.587
2 C 0.59374 0.87813 0.42166  0.613
3 C -0.86497 0.72418 -0.32488  -0.669
4 C -0.70899 -0.69293 0.05582  0.012
5 N 0.36593 -1.31362 -0.58014  -0.374
6 C 1.00911 -0.51078 0.41088  -0.522
7 H -1.65822 1.29655 0.16762  0.275
8 H -0.82724 0.93545 -1.39955  0.251
9 H -1.30149 -1.20673 0.79059  0.334
10 H 0.51894 -1.01493 -1.53016  0.270
11 H 1.86246 -0.93042 0.95196  0.397

Output
Structure (SMILES)   O=C1C[C@H]2N[C@@H]12
Gap between HOMO and LUMO   10.21 eV
Net charge   0
Highest occupied orbital energy   -0.3407 Ha

=====

# 12
This record from OMol25 describes a single C4H5NO molecule. The level of theory is ωB97M-V/def2-TZVPD.

Each line ends with the Mulliken charge.
CARTESIAN COORDINATES (ANGSTROEM)
1 O 2.32122 0.09604 0.66466  -0.607
2 C 1.16959 0.00295 0.29859  0.159
3 C -0.11084 0.32674 1.06980  -0.272
4 C -1.19018 0.21262 0.02390  -0.361
5 C -0.64010 -0.28363 -1.08662  -0.391
6 N 0.74111 -0.47613 -0.92465  -0.037
7 H -0.04950 1.28249 1.59847  0.318
8 H -0.20748 -0.46172 1.82750  0.223
9 H -2.23359 0.46617 0.16051  0.369
10 H -1.10746 -0.54096 -2.02868  0.383
11 H 1.38548 -0.76557 -1.64195  0.216

Output
Structure (SMILES)   O=C1CC=CN1
Gap between HOMO and LUMO   9.64 eV
Net charge   0
Highest occupied orbital energy   -0.3200 Ha

=====

# 13
This record from OMol25 describes a single C4H5NO molecule. The level of theory is ωB97M-V/def2-TZVPD.

Each line ends with the Mulliken charge.
CARTESIAN COORDINATES (ANGSTROEM)
1 C 1.85302 -0.00013 0.57002  -0.747
2 N 1.14975 -0.35008 -0.66149  -0.289
3 C -0.16106 -0.15554 -0.69891  0.328
4 C -1.33318 0.15419 -0.59510  -0.065
5 C -2.68141 0.33393 -0.14909  -0.132
6 O -2.95816 0.93961 0.86814  -0.464
7 H 2.85850 0.35779 0.33820  0.262
8 H 1.91461 -0.84797 1.26259  0.284
9 H 1.29510 0.80373 1.05443  0.302
10 H 1.52850 -1.10415 -1.21573  0.251
11 H -3.46566 -0.13139 -0.77306  0.272

Output
Structure (SMILES)   CNC#CC=O
Gap between HOMO and LUMO   9.68 eV
Net charge   0
Highest occupied orbital energy   -0.3296 Ha

=====

# 14
This record from OMol25 describes a single C4H5NO molecule. The level of theory is ωB97M-V/def2-TZVPD.

Each line ends with the Mulliken charge.
CARTESIAN COORDINATES (ANGSTROEM)
1 O -2.22834 -0.24114 0.03690  -0.544
2 C -0.86597 -0.13661 -0.04547  0.343
3 C -0.11548 1.04767 0.06376  -0.469
4 C 1.22108 0.63078 -0.02690  -0.574
5 C 1.25771 -0.73502 0.02402  -0.463
6 N -0.01193 -1.13106 -0.03362  0.002
7 H -2.52766 0.75879 -0.20080  0.366
8 H -0.44818 2.04552 -0.02398  0.382
9 H 1.99217 1.34217 0.06458  0.415
10 H 2.04534 -1.52556 -0.06258  0.313
11 H -0.31873 -2.05554 0.20410  0.231

Output
Structure (SMILES)   Oc1ccc[nH]1
Gap between HOMO and LUMO   8.41 eV
Net charge   0
Highest occupied orbital energy   -0.2814 Ha

=====

# 15
This record from OMol25 describes a single C4H5NO molecule. The level of theory is ωB97M-V/def2-TZVPD.

Each line ends with the Mulliken charge.
CARTESIAN COORDINATES (ANGSTROEM)
1 C -1.26780 -0.67310 0.74074  -1.073
2 C -0.34554 0.51173 0.62623  0.176
3 C 2.04897 -0.65955 -0.74838  -0.259
4 O 1.44023 0.38113 -1.31458  -0.260
5 C 0.38203 0.77985 -0.55258  0.508
6 N -0.56973 1.57786 -0.53304  -0.572
7 H -2.19703 -0.39754 1.24588  0.329
8 H -1.50703 -1.08473 -0.24527  0.295
9 H -0.77931 -1.46376 1.32202  0.298
10 H 0.02498 0.93262 1.56038  0.360
11 H 2.86465 -0.85907 -1.47273  0.197

Output
Gap between HOMO and LUMO   9.47 eV
Net charge   0
Highest occupied orbital energy   -0.3583 Ha

=====

# 16
This record from OMol25 describes 2 unconnected molecules or ions with the total composition C4H5NO. The level of theory is ωB97M-V/def2-TZVPD.

Each line ends with the Mulliken charge.
CARTESIAN COORDINATES (ANGSTROEM)
1 C -1.88882 -0.19714 0.15780  -0.953
2 C -0.58829 -0.83330 0.35600  0.311
3 N 0.42943 -1.36343 0.49516  0.519
4 O 1.52278 -1.87472 0.62769  -0.681
5 H -2.65439 -0.96161 0.00280  0.295
6 H -2.16195 0.40184 1.03117  0.264
7 H -1.86750 0.45510 -0.72051  0.259
8 C 2.26305 0.74024 -0.38244  -0.257
9 C 1.35253 1.49238 -0.61115  -0.525
10 H 3.01590 0.01702 -0.15559  0.387
11 H 0.56984 2.18685 -0.82261  0.381

Output
Structure (SMILES)   CC#[N+][O-].C#C
Gap between HOMO and LUMO   10.21 eV
Net charge   0
Highest occupied orbital energy   -0.3491 Ha

=====

# 17
This record from OMol25 describes a single C4H5NO molecule. The level of theory is ωB97M-V/def2-TZVPD.

Each line ends with the Mulliken charge.
CARTESIAN COORDINATES (ANGSTROEM)
1 N -1.97852 2.22974 0.42848  -0.394
2 C -1.53464 1.19536 0.16215  0.160
3 C -0.96025 -0.11552 -0.15129  -0.309
4 C 0.40787 -0.33767 0.51333  -0.640
5 C 1.55022 -0.33490 -0.48055  0.082
6 O 1.41520 -0.22317 -1.67419  -0.470
7 H -1.67843 -0.88093 0.15604  0.282
8 H -0.84085 -0.19028 -1.23800  0.277
9 H 0.62222 0.41905 1.27784  0.381
10 H 0.44056 -1.30135 1.03783  0.293
11 H 2.55659 -0.46033 -0.03162  0.339

Output
Structure (SMILES)   N#CCCC=O
Gap between HOMO and LUMO   11.27 eV
Net charge   0
Highest occupied orbital energy   -0.3889 Ha

=====

# 18
This record from OMol25 describes a single C4H5NO molecule. The level of theory is ωB97M-V/def2-TZVPD.

Each line ends with the Mulliken charge.
CARTESIAN COORDINATES (ANGSTROEM)
1 N -0.08189 2.23070 2.19147  -0.397
2 C -0.13654 1.21305 1.64429  0.236
3 C -0.20670 -0.07453 0.93650  -0.390
4 C -0.23228 0.17401 -0.57928  -0.455
5 C 0.27482 -0.93184 -1.44837  -0.116
6 O 1.48795 -0.95402 -1.53144  -0.456
7 H 0.69971 -0.63871 1.17044  0.262
8 H -1.06349 -0.62724 1.33214  0.297
9 H -1.20720 0.60805 -0.87973  0.351
10 H 0.80328 0.60653 -0.77356  0.294
11 H -0.33765 -1.60601 -2.06245  0.375

Output
Structure (SMILES)   N#CCCC=O
Gap between HOMO and LUMO   10.99 eV
Net charge   0
Highest occupied orbital energy   -0.3928 Ha

=====

# 19
This record from OMol25 describes a single C4H5NO molecule. The level of theory is ωB97M-V/def2-TZVPD.

Each line ends with the Mulliken charge.
CARTESIAN COORDINATES (ANGSTROEM)
1 C 1.13944 0.01621 -2.06198  -1.037
2 C 0.20586 -0.27573 -0.98626  0.332
3 C -0.40206 -0.47703 0.03623  -0.114
4 C -0.53111 -0.47173 1.49105  0.469
5 N -1.46482 0.39189 1.97731  -0.386
6 O 0.21671 -1.12380 2.19316  -0.567
7 H 1.44650 1.06311 -1.97095  0.266
8 H 0.73163 -0.14681 -3.06069  0.295
9 H 2.02360 -0.61335 -1.92470  0.273
10 H -1.38499 0.64337 2.95002  0.236
11 H -1.98076 0.99387 1.35681  0.234

Output
Structure (SMILES)   CC#CC(N)=O
Gap between HOMO and LUMO   10.71 eV
Net charge   0
Highest occupied orbital energy   -0.3620 Ha

=====

# 20
This record from OMol25 describes a single C4H5NO molecule. The level of theory is ωB97M-V/def2-TZVPD.

Each line ends with the Mulliken charge.
CARTESIAN COORDINATES (ANGSTROEM)
1 C -1.41714 -0.38739 -0.05911  -1.167
2 C -0.00286 0.11268 0.01596  0.443
3 C 0.34095 1.37760 0.66798  -0.060
4 O 1.46634 1.82397 0.76515  -0.515
5 C 1.92732 -1.01321 -1.07532  -0.206
6 N 0.97881 -0.55711 -0.49243  0.024
7 H -1.74825 -0.83495 0.88526  0.256
8 H -1.52532 -1.13846 -0.84522  0.328
9 H -2.09765 0.43907 -0.28838  0.333
10 H -0.53793 1.91964 1.07866  0.304
11 H 2.61573 -1.74184 -0.65254  0.259

Output
Gap between HOMO and LUMO   8.38 eV
Net charge   0
Highest occupied orbital energy   -0.3075 Ha

=====

Values of F_max, in order: 0.022; 0.174; 0.024; 0.030; 0.013; 0.030; 0.055; 0.022; 0.014; 0.051; 0.027; 0.009; 0.010; 0.082; 0.013; 0.019; 0.022; 0.055; 0.014; 0.012, all in Eh/bohr.